<P>
ORCA calculation (wB97M-V/def2-TZVPD) on a cluster of 2 separate species, C9H16N3 in total.

## Properties
Total charge: +1
Lowest unoccupied orbital energy (eV): -3.26

Positions of all 28 atoms, in Å:
C1 0.61343 2.81869 -0.50991
C2 1.30757 -0.39123 1.37989
C3 0.69716 0.78036 0.92357
C4 2.56978 -0.73008 0.90539
C5 1.32446 1.56281 -0.03465
C6 3.24554 0.12087 0.03549
C7 2.61125 1.24625 -0.46687
H1 0.90585 -1.03548 2.15246
H2 -0.14068 1.12690 1.51746
H3 3.00334 -1.62820 1.32866
H4 4.07793 -0.36455 -0.46554
H5 -0.45968 2.72039 -0.40157
H6 0.78498 2.97420 -1.58124
H7 3.10616 1.88997 -1.17787
H8 1.08499 3.67719 -0.04188
C8 -2.68980 0.67901 -1.21603
C9 -1.94246 -1.44231 -0.10602
N1 -2.64465 -0.77846 -1.06948
N2 -2.43662 -1.43193 1.12374
N3 -1.01205 -2.29236 -0.44608
H9 -2.66942 -1.32783 -1.91620
H10 -3.08488 -0.73167 1.44343
H11 -1.99172 -1.91171 1.89383
H12 -0.48933 -2.94727 0.11592
H13 -0.76341 -2.51848 -1.39738
H14 -2.87691 0.90188 -2.26321
H15 -1.76456 1.12093 -0.97246
H16 -3.50381 1.09363 -0.62460

***

<Q>
ORCA calculation (wB97M-V/def2-TZVPD) on a structure of composition C9H16N3.

## Properties
Total charge: +1
Lowest unoccupied orbital energy (eV): -4.20

Positions of all 28 atoms, in Å:
C1 1.40168 -4.05034 -3.52383
C2 0.40475 3.91868 2.62827
C3 -0.53009 0.06177 1.49033
C4 0.47876 -3.43107 -2.76946
C5 -0.25166 2.98539 1.86554
C6 0.25793 -1.97301 -2.69955
C7 -1.43934 -1.16545 -1.03587
C8 0.44242 2.31268 0.75167
C9 0.52838 0.89010 1.27254
N1 -0.69585 -1.44293 -1.97769
N2 1.79635 0.48975 1.57173
N3 -2.78909 -0.96800 -1.16622
H1 1.97986 -4.99353 -3.26075
H2 1.92754 -3.43060 -4.13847
H3 -0.41154 4.40669 3.22471
H4 1.49597 4.09481 2.55859
H5 -1.03281 -0.59038 0.12604
H6 -1.47946 0.57849 1.60787
H7 -0.20271 -4.11067 -2.19164
H8 -1.29328 2.83890 1.91959
H9 0.93744 -1.19740 -3.14266
H10 1.54319 2.65377 0.64855
H11 0.00859 2.47047 -0.26957
H12 -0.31928 -0.85446 2.15710
H13 1.94771 -0.48297 1.64354
H14 2.61432 1.11604 1.39816
H15 -3.20137 -0.94892 -2.09358
H16 -3.14376 -0.84814 -0.24053

***

Quick look at relative energies in hartree: <P> 0.0000; <Q> 0.1854.

***

<P>
ORCA calculation (wB97M-V/def2-TZVPD) on a cluster of 2 separate species, C3H4NO3 in total.

## Properties
Total charge: -1
Lowest unoccupied orbital energy (eV): 4.11

Positions of all 11 atoms, in Å:
C1 1.25140 -1.34916 0.16565
C2 -0.08434 -1.23424 -0.04477
C3 2.33383 -0.53214 -0.22944
N1 -1.24140 -1.21771 0.19938
O1 -2.52637 -1.44421 0.17527
O2 3.51470 -0.75068 0.02833
O3 -2.38354 1.21937 -0.46546
H1 1.56101 -2.11548 0.79371
H2 2.15876 0.35088 -0.92735
H3 -1.70131 1.27937 0.25418
H4 -2.75577 0.26904 -0.30724

***

<Q>
ORCA calculation (wB97M-V/def2-TZVPD) on a cluster of 2 separate species, C3H4NO3 in total.

## Properties
Total charge: -1
Lowest unoccupied orbital energy (eV): 3.97

Positions of all 11 atoms, in Å:
C1 -1.12684 -1.10185 -0.05442
C2 2.52215 -0.21940 -0.28771
C3 1.19612 -0.19443 -0.09987
N1 0.01062 -0.50580 -0.19490
O1 -2.00960 2.02737 0.14287
O2 3.37604 0.65705 -0.01831
O3 -2.29090 -0.66416 0.13727
H1 -0.94081 -2.20117 -0.12178
H2 2.83840 -1.23675 -0.62306
H3 -2.35024 1.19048 0.54114
H4 -1.22493 2.24866 0.57877

***

Quick look at relative energies in hartree: <P> 0.0149; <Q> 0.0000.

***

<P>
ORCA calculation (wB97M-V/def2-TZVPD) on an isolated molecule of C3H2N2S2.

## Properties
Multiplicity: 3
⟨S²⟩: 2.03
Lowest unoccupied orbital energy (alpha / beta) (eV): -0.21 / -2.15

Positions of all 9 atoms, in Å:
C1 0.57882 1.04068 -0.41821
C2 -0.98338 -1.05204 0.14360
C3 1.41823 0.15568 -0.04954
N1 -1.86618 -0.19339 0.21045
N2 -1.92986 1.13121 0.11144
S1 -0.36849 -2.46547 -0.16925
S2 -0.66003 2.04118 -0.18789
H1 1.83347 -0.02728 0.92311
H2 1.97743 -0.63057 -0.56370

***

<Q>
ORCA calculation (wB97M-V/def2-TZVPD) on an isolated molecule of C3H2N2S2.

## Properties
Multiplicity: 3
⟨S²⟩: 2.03
Lowest unoccupied orbital energy (alpha / beta) (eV): 0.59 / -3.68

Positions of all 9 atoms, in Å:
C1 -0.29918 -0.29495 0.04474
C2 1.01960 0.83372 0.04376
C3 -1.63413 -0.10392 -0.00862
N1 2.13398 0.04884 0.09364
N2 2.07981 -1.16145 -0.06289
S1 0.88878 2.43791 -0.01119
S2 0.47160 -1.85164 0.00041
H1 -2.43596 -0.77881 -0.21994
H2 -2.22450 0.87031 0.12009

***

Quick look at relative energies in hartree: <P> 0.0645; <Q> 0.0000.

***

<P>
ORCA calculation (wB97M-V/def2-TZVPD) on a cluster of 2 separate species, C6H8N2O in total.

## Properties
Lowest unoccupied orbital energy (alpha / beta) (eV): -0.05 / 0.39

Positions of all 17 atoms, in Å:
C1 -0.70830 0.68494 2.73440
C2 0.06710 1.21790 1.74829
C3 0.19702 -0.94327 1.75219
C4 -0.54958 -0.52757 -3.21858
C5 -0.57858 -0.04531 -1.79497
C6 1.56309 0.13311 0.03326
N1 -0.58516 -0.64387 2.75576
N2 0.61843 0.11865 1.04166
O1 -1.04068 -1.26928 -2.03269
H1 -1.49001 1.22912 3.15459
H2 0.12599 2.24697 1.47930
H3 0.63332 -1.85215 1.56156
H4 -1.34910 -0.20309 -3.98080
H5 0.32695 -0.87091 -3.78489
H6 -1.28947 0.60127 -1.38023
H7 2.20834 1.04370 -0.01951
H8 1.85064 -0.92023 -0.04935

***

<Q>
ORCA calculation (wB97M-V/def2-TZVPD) on a cluster of 2 separate species, C6H8N2O in total.

## Properties
Lowest unoccupied orbital energy (eV): -0.29

Positions of all 17 atoms, in Å:
C1 0.07839 1.36526 -0.66441
C2 -1.08841 1.17034 0.38064
C3 -0.01696 0.03270 -0.03187
C4 0.26400 -0.56346 2.31997
C5 -0.24738 -1.20829 -0.78746
C6 0.08311 -2.50875 -1.18315
H1 0.60981 0.73432 -2.66797
H2 -0.97172 0.87030 -2.27514
H3 1.17202 1.96860 -0.41196
H4 -1.26374 1.60998 1.46618
H5 -2.12564 0.86431 -0.01053
H6 1.96910 -0.43684 1.01737
H7 0.69776 -0.71083 3.34406
H8 1.05015 -3.45843 -1.68472
N1 -0.11881 1.40521 -2.12627
N2 0.84573 -0.04577 1.09933
O1 -0.93741 -1.08866 2.21592

***

Quick look at relative energies in hartree: <P> 0.0000; <Q> 0.1061.

***

<P>
ORCA calculation (wB97M-V/def2-TZVPD) on an isolated molecule of C6H8N2O.

## Properties
Lowest unoccupied orbital energy (alpha / beta) (eV): 0.06 / 0.07

Positions of all 17 atoms, in Å:
C1 -0.49642 2.19534 0.02887
C2 3.28494 0.59585 0.00900
C3 0.72152 0.04419 0.16146
C4 0.94972 -0.91725 1.34110
C5 -1.41247 0.16359 -0.97616
C6 -0.62065 0.72610 0.17599
N1 -0.30390 3.32423 -0.21856
N2 1.78655 0.28473 -0.51757
O1 4.15891 -0.05796 -0.39078
H1 1.35883 -0.42766 2.27024
H2 1.69094 -1.61996 0.91992
H3 0.05403 -1.31285 1.64146
H4 -1.18026 0.78423 -1.83438
H5 -1.37096 -0.97200 -1.23278
H6 -2.50830 0.29066 -0.74696
H7 -0.97355 0.48184 1.15469
H8 1.72032 1.00138 -1.17072

***

<Q>
ORCA calculation (wB97M-V/def2-TZVPD) on an isolated molecule of C6H8N2O.

## Properties
SMILES: C=NN1C(=C)CCC1=O
Lowest unoccupied orbital energy (eV): 0.88

Positions of all 17 atoms, in Å:
C1 -0.45111 2.45330 -1.89243
N1 -0.82693 1.69873 -0.96598
N2 0.03815 0.74064 -0.38730
C2 -0.51017 -0.15541 0.52128
C3 -1.79848 -0.19623 0.81713
C4 0.54082 -1.10024 1.06887
C5 1.51805 -1.04342 -0.15723
C6 1.25282 0.24328 -0.81216
O1 1.91651 0.78025 -1.66450
H1 -1.09061 3.38428 -2.21120
H2 0.56456 2.41648 -2.45915
H3 -2.63532 0.57358 0.53027
H4 -2.26590 -0.98571 1.32246
H5 1.09460 -0.57003 1.87272
H6 0.14786 -2.04111 1.50098
H7 0.97537 -1.61503 -0.93084
H8 2.59465 -1.15086 0.07351

***

<R>
ORCA calculation (wB97M-V/def2-TZVPD) on an isolated molecule of C6H8N2O.

## Properties
SMILES: CC(=O)c1nccn1C
Lowest unoccupied orbital energy (eV): 0.14

Positions of all 17 atoms, in Å:
C1 -0.92124 2.06368 -0.08077
C2 -0.47805 1.11428 -1.20852
O1 -0.77421 1.31443 -2.42221
C3 0.36545 -0.02057 -0.83781
N1 1.46450 -0.39759 -1.53329
C4 2.03774 -1.40280 -0.68550
C5 1.27857 -1.73380 0.37383
N2 0.21527 -0.81024 0.33531
C6 -0.81055 -0.71764 1.26293
H1 -0.21245 2.25779 0.64155
H2 -0.97226 3.04428 -0.73121
H3 -2.02271 1.54570 0.41529
H4 3.05162 -1.80194 -1.25913
H5 1.30891 -2.34042 1.13257
H6 -0.88065 -1.63340 1.69275
H7 -0.82989 0.18761 1.97126
H8 -1.82005 -0.66937 0.93296

***

Quick look at relative energies in hartree: <P> 0.0354; <Q> 0.0000; <R> 0.0181.

***

<P>
ORCA calculation (wB97M-V/def2-TZVPD) on an isolated molecule of C8H14.

## Properties
SMILES: C/C=C/C=C/CCC
Lowest unoccupied orbital energy (eV): 1.25

Positions of all 22 atoms, in Å:
C1 -4.40999 0.04119 0.59454
C2 -2.94702 0.30025 0.84976
C3 -2.00815 -0.47316 0.32596
C4 -0.57947 -0.48769 0.73265
C5 0.42961 -0.11641 -0.05297
C6 1.88267 -0.32755 0.37156
C7 2.83500 0.66338 -0.29452
C8 3.36396 0.17157 -1.63885
H1 -5.08014 0.88602 0.73285
H2 -4.75522 -0.77381 1.23006
H3 -4.56816 -0.23534 -0.44780
H4 -2.71234 1.03465 1.61139
H5 -2.31209 -1.23029 -0.39116
H6 -0.30152 -1.04369 1.62145
H7 0.35842 0.56438 -0.89761
H8 1.92988 -0.24773 1.46428
H9 2.24097 -1.34216 0.21076
H10 3.67943 0.80158 0.39407
H11 2.46220 1.67995 -0.44099
H12 3.91675 -0.76277 -1.54184
H13 4.01845 0.92153 -2.08937
H14 2.55676 -0.02390 -2.34421

***

<Q>
ORCA calculation (wB97M-V/def2-TZVPD) on a structure of composition C8H14.

## Properties
Lowest unoccupied orbital energy (eV): 0.87

Positions of all 22 atoms, in Å:
C1 -2.47707 -0.02808 0.14417
C2 -1.33497 -0.43394 -0.46512
C3 -0.10631 -0.51545 0.63627
C4 0.83088 -1.63075 0.02345
C5 2.19972 -1.50614 -0.05467
C6 0.43357 0.73837 1.10106
C7 1.01370 1.71708 0.57352
C8 0.88618 1.60332 -0.92294
H1 -2.44732 1.05730 0.27625
H2 -2.54521 -0.74819 1.05369
H3 -3.42452 -0.48824 -0.50876
H4 -1.46683 -1.47142 -0.91437
H5 -1.00382 0.22441 -1.17345
H6 -0.74408 -0.95282 1.49651
H7 0.32879 -2.62846 -0.23036
H8 2.76485 -2.49925 -0.31004
H9 2.65303 -0.62786 0.06638
H10 0.33991 0.95793 2.12016
H11 1.81113 2.60407 0.99333
H12 1.44869 0.31134 -1.00451
H13 -0.56720 1.46516 -1.30158
H14 1.40687 2.85160 -1.59898

***

<R>
ORCA calculation (wB97M-V/def2-TZVPD) on an isolated molecule of C8H14.

## Properties
SMILES: C1CC2CCC1CC2
Lowest unoccupied orbital energy (eV): 1.00

Positions of all 22 atoms, in Å:
C1 -1.12077 1.04424 -0.68786
C2 -0.04612 0.41978 -1.60985
C3 0.98986 -0.24069 -0.68538
C4 1.40172 0.70079 0.42313
C5 0.35959 0.70154 1.38569
C6 -1.02852 0.43654 0.68676
C7 -0.88748 -1.20450 0.57982
C8 0.42725 -1.45577 -0.10891
H1 -2.23938 0.75533 -1.11888
H2 -1.08363 2.13850 -0.68001
H3 0.40902 0.99289 -2.39945
H4 -0.45836 -0.52066 -2.09981
H5 1.86794 -0.69593 -1.23502
H6 1.59851 1.83000 0.12536
H7 2.20544 0.22127 0.88983
H8 0.27818 1.74826 2.01466
H9 0.56737 -0.11402 2.16998
H10 -2.07917 0.49644 1.19207
H11 -0.67541 -1.53874 1.50948
H12 -1.81325 -1.56929 0.11933
H13 0.33785 -2.02094 -0.98512
H14 0.98935 -2.12505 0.51417

***

<S>
ORCA calculation (wB97M-V/def2-TZVPD) on an isolated molecule of C8H14.

## Properties
Lowest unoccupied orbital energy (eV): -0.82

Positions of all 22 atoms, in Å:
C1 1.32753 3.09104 0.89971
C2 0.37369 1.94436 0.44001
C3 1.09002 0.69523 0.19303
C4 0.52990 -0.62597 0.35075
C5 -0.47186 -0.69147 -0.73599
C6 -0.94091 -1.89065 -1.32846
C7 -2.05054 -2.03418 -2.04840
C8 -0.01290 -1.05105 1.74822
H1 2.28156 2.99299 0.39540
H2 0.85731 4.05302 0.71919
H3 1.48689 2.96022 1.96779
H4 -0.39997 1.85449 1.20632
H5 -0.20962 2.31856 -0.41674
H6 1.35955 -1.31804 0.13686
H7 2.02884 0.66792 -0.34977
H8 -0.73913 0.22184 -1.25060
H9 -0.36324 -2.80873 -1.20811
H10 -2.40682 -3.00277 -2.38114
H11 -2.75897 -1.23203 -2.22541
H12 -0.04792 -2.13037 1.83977
H13 -1.00834 -0.62310 1.84964
H14 0.58723 -0.51973 2.49535

***

Quick look at relative energies in hartree: <P> 0.0000; <Q> 0.3069; <R> 0.0286; <S> 0.1225.